[1]
DFT (ωB97M-V/def2-TZVPD) results for 14 unconnected molecules or ions with the total composition C38H85BClN15O33P in a non-equilibrium geometry.

## Properties
- HOMO: -10.73 eV
- Net charge: +1
- Calculated total energy: -153142.8899 eV

Geometry as XYZ:
```
174
Properties=species:S:1:pos:R:3:forces:R:3
C 3.460 -4.211 4.080 -1.068 0.908 -0.472
C 2.853 -3.689 2.668 0.163 -0.947 0.153
C 1.812 -2.477 2.821 0.553 -0.134 -0.686
C 2.313 -1.270 3.760 -0.151 0.903 0.078
C 1.175 -0.741 4.791 -0.587 -0.901 -1.085
C -0.131 -0.340 3.899 1.206 0.201 0.571
C -1.159 0.609 4.688 -0.067 -0.714 -0.416
C -2.306 1.169 3.659 0.701 0.985 1.566
N -2.365 0.351 2.389 -0.238 -1.653 -3.604
C -1.762 0.817 1.146 -0.241 -1.717 -2.202
C -0.947 2.208 1.030 -1.006 0.048 2.192
Cl 0.460 2.095 -0.159 -1.185 -0.168 1.081
C -1.934 3.475 0.736 0.526 -0.672 -0.741
C -2.036 3.617 -0.873 -0.010 0.483 1.097
C -1.844 0.008 -0.194 -1.962 -2.100 3.267
C -2.555 -1.365 -0.210 0.255 2.735 2.327
C -2.578 -2.158 -1.599 1.696 -1.462 -0.734
O -1.584 -2.882 -1.879 -3.892 2.755 1.134
O -3.689 -1.948 -2.437 1.725 -0.956 3.612
P -4.052 -3.342 -3.420 0.088 -1.990 -3.081
C -5.966 -3.307 -3.540 -0.189 0.662 2.211
O -3.729 -4.814 -2.608 -0.233 1.999 -0.117
C -3.149 -1.862 1.133 1.133 2.646 -0.269
O -3.780 -3.124 1.224 0.655 2.444 -0.228
C -5.111 -3.104 0.629 -2.505 0.701 -0.827
C -5.793 -4.556 0.475 0.237 0.546 -1.108
N -4.842 -5.695 0.422 -1.008 0.274 1.527
C -4.817 -6.527 1.651 0.323 -0.660 0.644
C -3.577 -6.262 2.631 -0.294 -0.118 1.929
C -3.852 -5.106 3.748 -0.050 -0.787 0.482
O -2.316 -6.027 1.964 -0.516 0.848 0.042
C -3.043 -0.949 2.405 1.154 -0.506 -2.950
B -3.716 -1.601 3.757 -1.122 -0.556 1.174
O -2.985 -1.994 4.917 -2.375 0.591 -2.135
O -5.168 -1.770 3.702 2.683 1.236 0.689
C -5.853 -0.573 4.163 -2.266 1.330 -0.423
C -6.006 0.560 3.005 0.316 -0.290 0.475
H 2.592 -4.130 4.840 1.417 -0.446 -0.993
H 3.815 -5.293 3.984 -0.398 1.692 0.285
H 4.281 -3.512 4.448 -0.984 -1.265 -0.533
H 2.294 -4.594 2.212 0.734 1.528 0.585
H 3.710 -3.466 1.928 -1.342 -0.061 1.210
H 0.811 -2.920 3.154 1.363 0.639 -0.135
H 1.635 -2.051 1.759 0.123 -0.663 1.654
H 2.570 -0.386 3.059 -0.329 -1.284 1.133
H 3.283 -1.493 4.335 -1.573 0.045 -0.865
H 1.539 0.133 5.436 -0.507 -1.319 -0.941
H 0.844 -1.641 5.433 0.668 1.528 -0.623
H 0.301 0.200 2.969 -0.873 -0.666 1.362
H -0.579 -1.327 3.539 0.324 1.513 0.515
H -0.555 1.483 5.118 -1.074 -1.121 -0.693
H -1.680 0.062 5.563 1.021 0.799 -1.523
H -3.342 1.237 4.169 1.618 -0.470 -1.113
H -2.011 2.261 3.460 -0.678 -1.805 -0.337
H -0.468 2.386 2.059 -0.496 -0.394 -1.675
H -2.970 3.312 1.235 1.838 0.137 -0.879
H -1.432 4.394 1.191 -0.785 -1.252 -0.652
H -2.078 2.564 -1.333 -0.058 1.842 0.436
H -1.097 4.195 -1.214 -1.674 -1.120 0.243
H -2.968 4.232 -1.107 1.343 -0.902 0.054
H -1.397 0.384 -1.180 -0.597 -0.401 1.981
H -6.337 -3.458 -2.455 0.186 0.012 -1.659
H -6.343 -2.258 -3.843 0.909 -1.800 0.273
H -6.370 -4.132 -4.215 0.943 1.189 0.957
H -2.825 -5.099 -2.896 -0.798 0.340 0.105
H -5.129 -2.600 -0.414 0.615 -0.743 1.636
H -5.831 -2.467 1.275 1.416 -0.874 -0.797
H -6.611 -4.642 1.264 1.377 -0.319 -0.889
H -6.340 -4.544 -0.548 0.727 0.254 1.652
H -3.906 -5.420 0.101 -0.654 -0.161 0.315
H -5.773 -6.371 2.287 1.496 -0.120 -1.153
H -4.829 -7.652 1.384 0.200 1.779 0.238
H -3.439 -7.232 3.250 -0.138 1.454 -1.148
H -4.135 -5.638 4.737 0.354 0.878 -1.583
H -4.729 -4.427 3.480 1.370 -0.720 0.233
H -2.886 -4.519 4.002 -1.592 -0.834 -0.640
H -2.002 -5.102 2.130 -0.720 -1.217 -0.130
H -3.675 -2.374 5.521 0.907 0.292 -0.470
H -5.425 -0.108 5.117 -0.265 -0.818 -1.230
H -6.935 -0.898 4.407 1.854 0.362 -0.229
H -6.426 0.041 2.071 0.803 0.876 1.267
H -4.991 1.076 2.803 -1.756 -0.877 0.018
H -6.744 1.390 3.320 1.171 -1.430 -0.333
C 2.610 3.810 -2.325 0.097 -0.251 0.219
N 3.207 4.885 -3.159 0.117 0.136 0.040
O 4.345 5.238 -2.892 -0.533 -0.025 -0.330
O 2.512 5.337 -4.055 0.446 -0.063 0.557
H 3.336 3.505 -1.573 -0.031 0.133 -0.155
H 1.716 4.218 -1.855 0.029 -0.052 -0.198
H 2.366 2.978 -2.985 -0.152 0.131 0.059
C -6.040 3.165 -0.745 -0.148 -0.028 -0.314
N -6.166 3.736 0.622 -0.458 0.372 0.073
O -7.109 4.475 0.834 0.693 -0.482 0.097
O -5.309 3.419 1.437 -0.267 0.112 -0.175
H -6.863 3.531 -1.356 0.099 -0.011 0.182
H -5.084 3.493 -1.151 -0.060 -0.143 0.102
H -6.079 2.080 -0.653 0.126 0.109 0.017
C -0.933 -6.271 -0.894 0.047 0.331 0.057
N -1.160 -7.063 -2.131 -0.015 -0.436 0.067
O -1.065 -6.476 -3.201 -0.286 -0.204 0.186
O -1.427 -8.243 -1.988 0.190 0.760 -0.276
H -0.707 -5.242 -1.173 -0.017 -0.173 -0.085
H -1.846 -6.318 -0.302 0.219 -0.187 0.060
H -0.094 -6.720 -0.365 -0.216 -0.069 0.022
C 7.471 -6.192 6.143 0.347 -0.064 -0.204
N 6.358 -5.289 5.748 -0.092 0.041 -0.017
O 6.606 -4.417 4.930 -0.279 -0.314 0.446
O 5.272 -5.488 6.274 0.464 0.256 -0.286
H 8.372 -5.900 5.601 -0.732 -0.079 0.193
H 7.616 -6.083 7.218 -0.159 -0.100 -0.089
H 7.177 -7.209 5.885 -0.098 0.103 0.178
C -8.440 -0.868 -7.007 -0.196 0.005 -0.299
N -8.234 -0.427 -5.602 -0.299 0.233 0.189
O -9.122 0.227 -5.084 0.637 -0.358 -0.077
O -7.183 -0.753 -5.070 -0.470 0.303 -0.170
H -9.409 -0.508 -7.349 0.145 -0.009 0.164
H -7.637 -0.442 -7.607 -0.003 -0.160 0.112
H -8.407 -1.957 -7.017 0.146 0.130 0.000
C -0.014 -0.905 -4.077 -0.304 0.033 -0.213
N 0.946 0.111 -3.566 0.180 -0.010 0.027
O 0.730 1.282 -3.848 0.240 -0.348 0.293
O 1.881 -0.300 -2.900 -0.466 0.446 -0.290
H -0.790 -0.399 -4.649 0.188 0.019 0.072
H 0.543 -1.595 -4.710 -0.032 -0.008 0.204
H -0.441 -1.416 -3.215 0.250 -0.104 -0.137
C 5.235 8.173 -1.733 -0.111 -0.038 -0.278
N 5.103 8.761 -0.374 -0.200 0.235 0.117
O 4.164 9.514 -0.177 0.535 -0.380 0.121
O 5.950 8.446 0.448 -0.434 0.187 -0.268
H 4.420 8.538 -2.355 0.100 -0.003 0.183
H 6.197 8.487 -2.136 -0.048 -0.136 0.114
H 5.185 7.090 -1.628 0.157 0.141 -0.004
C 3.278 4.246 -6.684 -0.178 0.241 0.180
N 2.846 3.860 -8.053 0.083 -0.134 -0.179
O 1.758 4.265 -8.433 0.634 -0.276 0.141
O 3.613 3.166 -8.698 -0.542 0.365 0.202
H 2.503 4.859 -6.231 0.113 -0.145 -0.230
H 3.425 3.328 -6.115 0.106 0.071 -0.137
H 4.208 4.807 -6.778 -0.034 -0.181 0.004
C 0.322 4.430 -10.827 0.148 0.115 -0.043
N -0.858 4.368 -11.728 -0.098 0.117 -0.310
O -0.822 5.037 -12.749 -0.225 -0.394 0.444
O -1.781 3.649 -11.380 0.347 0.352 -0.239
H 1.060 5.103 -11.259 -0.177 -0.100 -0.003
H -0.020 4.802 -9.863 -0.018 -0.209 -0.150
H 0.724 3.422 -10.741 -0.151 0.125 0.119
C 8.398 10.094 1.388 -0.123 -0.224 -0.148
N 9.253 11.303 1.257 0.187 0.171 -0.172
O 9.602 11.623 0.133 -0.087 -0.010 0.633
O 9.543 11.887 2.289 -0.084 -0.156 -0.468
H 8.221 9.680 0.398 0.081 0.152 0.157
H 8.932 9.380 2.015 -0.096 0.149 0.050
H 7.461 10.403 1.849 0.151 -0.068 0.037
C -6.112 -7.322 -6.358 -0.139 -0.289 -0.149
N -5.265 -6.107 -6.481 0.219 0.171 -0.394
O -4.922 -5.774 -7.602 -0.114 -0.015 0.731
O -4.975 -5.529 -5.444 -0.111 -0.244 -0.517
H -6.289 -7.729 -7.352 0.094 0.153 0.119
H -5.572 -8.038 -5.739 -0.103 0.154 0.049
H -7.050 -7.024 -5.891 0.166 -0.046 0.077
C 10.059 11.503 5.831 -0.115 0.325 0.121
N 10.527 10.134 6.173 0.088 -0.238 0.189
O 10.591 9.843 7.356 0.022 -0.032 -0.618
O 10.814 9.401 5.240 -0.139 0.255 0.498
H 9.842 12.040 6.752 0.076 -0.192 -0.080
H 10.858 11.995 5.277 -0.165 -0.130 -0.091
H 9.162 11.401 5.222 0.221 0.010 -0.094
C 12.240 -4.727 5.908 0.310 0.120 0.090
N 11.065 -4.804 5.001 0.012 0.295 -0.466
O 11.100 -4.140 3.981 -0.228 -0.494 0.575
O 10.145 -5.532 5.348 0.940 0.397 -0.299
H 12.973 -4.048 5.476 -0.198 -0.095 -0.022
H 11.888 -4.355 6.870 -0.003 -0.172 -0.078
H 12.651 -5.732 5.999 -0.149 0.082 0.084
```
Forces are in eV/Å.

Atomic partial charges in e from the Mulliken method, atoms 1 to 5: -0.742, -0.553, 0.017, -0.585, -0.716

[2]
DFT (ωB97M-V/def2-TZVPD) results for 11 unconnected molecules or ions with the total composition C38H86N4O11S in a non-equilibrium geometry.

## Properties
- HOMO: -8.13 eV
- Calculated total energy: -80105.8952 eV

Geometry as XYZ:
```
140
Properties=species:S:1:pos:R:3:forces:R:3
N 8.511 0.125 -0.915 -2.090 -0.579 0.216
C 7.952 -1.257 -0.514 -1.186 0.223 0.010
C 6.439 -0.930 0.107 0.289 -0.524 1.879
C 6.358 -0.664 1.722 -3.389 -0.126 -4.118
N 7.632 -0.763 2.547 -4.264 -3.091 5.461
C 7.347 -1.271 3.818 0.540 3.318 3.848
O 7.212 -1.331 5.167 1.144 0.026 -10.987
C 4.874 -0.291 2.358 -1.048 -0.496 -4.230
C 3.552 -0.223 1.371 4.385 -0.537 0.128
C 3.762 -0.507 -0.255 0.615 -0.510 -3.091
N 2.752 -0.492 -1.384 4.644 -0.571 1.591
S 3.575 -0.841 -2.913 1.479 0.215 4.454
N 5.269 -1.113 -2.481 -3.755 1.737 6.040
C 5.197 -0.869 -0.961 -0.107 0.304 1.532
H 8.123 0.758 -0.163 0.833 -0.659 -1.118
H 7.928 0.382 -1.768 1.041 -0.274 1.333
H 7.867 -1.908 -1.504 0.064 1.302 2.333
H 8.637 -1.801 0.283 -1.528 1.314 -1.688
H 4.820 -0.105 3.516 -0.182 -0.352 -2.553
H 2.486 0.037 1.789 2.486 -0.627 -0.979
C 4.139 -2.526 8.653 -0.144 -0.322 -0.080
C 4.791 -1.535 7.702 -0.050 0.161 0.624
C 5.964 -0.825 8.359 0.320 0.122 -0.172
O 3.826 -0.570 7.290 -0.189 0.178 -0.145
H 3.747 -2.017 9.540 0.160 0.021 -0.028
H 3.289 -3.020 8.170 0.171 0.041 0.015
H 4.853 -3.291 8.975 -0.095 0.073 0.011
H 5.135 -2.059 6.803 -0.170 0.223 0.023
H 5.636 -0.256 9.236 -0.049 -0.161 0.023
H 6.415 -0.106 7.667 -0.043 -0.186 0.042
H 6.732 -1.539 8.673 -0.054 0.095 -0.003
H 3.515 -0.100 8.082 0.168 -0.231 -0.335
C 0.428 2.262 -1.636 0.287 -0.055 0.299
C 0.413 2.689 -3.095 -0.663 -0.259 0.199
C -0.755 3.617 -3.389 0.000 0.301 -0.080
O 0.320 1.534 -3.925 0.237 -0.159 -0.232
H -0.486 1.714 -1.379 -0.020 0.153 -0.115
H 1.267 1.585 -1.442 -0.088 0.157 -0.062
H 0.515 3.127 -0.972 -0.028 -0.058 -0.034
H 1.354 3.194 -3.340 -0.072 -0.183 -0.100
H -1.711 3.117 -3.195 0.123 -0.063 0.115
H -0.760 3.906 -4.445 0.099 -0.008 0.155
H -0.704 4.523 -2.777 -0.048 -0.064 -0.152
H -0.512 1.080 -3.714 0.104 0.124 0.041
C 1.359 -4.311 2.628 -0.234 0.168 0.243
C 1.955 -3.684 1.378 0.253 -0.651 0.164
C 2.041 -4.689 0.241 -0.058 0.081 -0.372
O 3.259 -3.191 1.672 0.169 0.017 0.050
H 1.979 -5.141 2.984 -0.053 -0.008 -0.160
H 1.314 -3.579 3.442 -0.041 -0.059 -0.157
H 0.348 -4.686 2.439 0.104 0.001 0.057
H 1.343 -2.829 1.068 0.259 0.036 0.048
H 2.685 -5.533 0.512 -0.128 0.033 0.108
H 2.482 -4.227 -0.649 -0.119 0.003 0.121
H 1.050 -5.076 -0.020 0.114 -0.009 0.008
H 3.809 -3.943 1.948 -0.268 0.285 -0.138
C 0.119 8.581 -5.160 0.267 0.212 0.065
C -0.279 7.145 -4.859 -0.438 0.473 -0.088
C -1.456 6.705 -5.715 -0.083 -0.346 -0.150
O -0.627 7.029 -3.482 -0.052 -0.036 0.274
H -0.706 9.269 -4.944 0.011 -0.190 -0.151
H 0.959 8.888 -4.528 -0.029 -0.139 -0.129
H 0.407 8.700 -6.209 -0.021 0.024 0.075
H 0.574 6.482 -5.038 -0.138 -0.012 0.249
H -2.337 7.327 -5.519 0.174 0.083 -0.025
H -1.739 5.673 -5.479 0.104 0.143 -0.071
H -1.215 6.767 -6.781 -0.065 0.003 0.078
H -1.384 7.615 -3.314 0.346 -0.192 -0.139
C -3.920 -1.203 -1.864 -0.152 0.390 0.235
C -3.324 -0.576 -3.114 -0.057 -0.672 0.162
C -3.238 -1.581 -4.252 -0.019 0.078 -0.377
O -2.020 -0.083 -2.820 0.435 0.239 0.018
H -3.300 -2.033 -1.508 -0.177 0.065 -0.207
H -3.964 -0.471 -1.050 -0.008 0.056 -0.147
H -4.931 -1.578 -2.053 0.289 0.029 0.087
H -3.935 0.279 -3.424 0.276 0.035 0.055
H -2.594 -2.425 -3.981 -0.166 0.027 0.114
H -2.796 -1.119 -5.141 -0.112 0.008 0.111
H -4.228 -1.968 -4.513 0.136 -0.020 0.054
H -1.470 -0.835 -2.544 -0.239 0.278 -0.078
C -6.681 -5.034 -1.003 -0.216 0.171 0.254
C -6.085 -4.407 -2.253 0.151 -0.721 0.051
C -5.999 -5.412 -3.390 0.073 0.147 -0.264
O -4.781 -3.914 -1.959 0.197 -0.170 0.071
H -6.061 -5.864 -0.647 -0.057 -0.012 -0.182
H -6.725 -4.302 -0.189 -0.053 -0.051 -0.150
H -7.692 -5.409 -1.192 0.113 0.004 0.051
H -6.697 -3.552 -2.563 0.246 0.070 0.095
H -5.355 -6.256 -3.120 -0.278 0.130 0.078
H -5.558 -4.950 -4.280 -0.132 0.056 0.090
H -6.990 -5.798 -3.652 0.167 -0.051 0.027
H -4.231 -4.666 -1.683 -0.317 0.226 -0.151
C -3.199 10.069 -7.530 0.169 -0.277 -0.190
C -3.714 9.964 -6.103 -0.079 0.628 -0.346
C -5.002 10.750 -5.919 -0.293 -0.100 0.221
O -2.724 10.462 -5.207 0.119 0.075 0.216
H -2.977 11.110 -7.791 -0.156 -0.034 0.059
H -2.265 9.509 -7.645 -0.164 0.003 0.042
H -3.932 9.679 -8.244 0.094 0.070 0.042
H -3.885 8.912 -5.850 0.153 0.183 0.116
H -4.844 11.815 -6.123 0.043 -0.113 -0.124
H -5.354 10.675 -4.884 0.042 -0.068 -0.161
H -5.789 10.380 -6.584 0.065 0.084 0.069
H -2.566 11.396 -5.424 -0.092 -0.410 0.075
C -6.166 -9.326 -5.622 -0.028 0.227 -0.293
C -5.208 -9.154 -4.454 -0.448 -0.556 0.019
C -4.697 -10.496 -3.955 0.350 -0.076 0.120
O -5.875 -8.478 -3.391 -0.112 -0.038 0.202
H -7.045 -9.911 -5.326 0.154 -0.071 0.026
H -6.536 -8.353 -5.963 0.130 -0.116 0.029
H -5.678 -9.830 -6.462 -0.097 0.036 0.076
H -4.362 -8.529 -4.761 -0.172 0.072 0.195
H -5.523 -11.123 -3.599 -0.009 0.062 -0.162
H -4.018 -10.358 -3.106 -0.048 0.019 -0.172
H -4.165 -11.035 -4.745 -0.069 0.013 0.107
H -6.628 -9.025 -3.113 0.346 0.194 -0.145
C -4.860 1.253 2.440 0.277 -0.208 0.135
C -6.088 0.746 1.702 0.039 0.677 0.117
C -6.453 1.657 0.541 -0.121 -0.108 -0.340
O -7.186 0.672 2.608 -0.214 -0.072 0.160
H -5.039 2.249 2.861 -0.024 -0.017 -0.169
H -4.616 0.594 3.280 -0.028 0.034 -0.174
H -3.993 1.306 1.774 -0.064 0.037 0.091
H -5.902 -0.267 1.330 -0.194 0.066 0.172
H -6.689 2.667 0.895 0.154 -0.061 0.044
H -7.346 1.287 0.027 0.167 -0.018 0.057
H -5.634 1.723 -0.182 -0.090 0.042 0.054
H -7.359 1.567 2.943 0.116 -0.390 -0.179
C 8.683 1.499 10.801 0.242 0.149 -0.245
C 9.045 0.636 11.999 -0.668 0.170 -0.078
C 8.063 -0.512 12.173 0.085 -0.358 0.106
O 9.046 1.439 13.177 0.051 0.119 0.214
H 7.690 1.946 10.926 0.004 -0.166 0.012
H 9.391 2.328 10.696 -0.048 -0.176 0.007
H 8.689 0.914 9.877 -0.042 0.087 0.063
H 10.058 0.238 11.873 -0.087 0.166 0.206
H 7.048 -0.136 12.346 0.071 0.057 -0.140
H 8.329 -1.117 13.046 0.030 0.073 -0.161
H 8.051 -1.157 11.289 -0.052 0.051 0.090
H 8.151 1.796 13.297 0.395 -0.180 -0.093
```
Forces are in eV/Å.

Atomic partial charges in e from the Mulliken method, atoms 1 to 5: -0.651, -0.642, 0.151, 0.311, -0.375